# 1
{
  "formula": "C19H14AsBrN4S6Ti",
  "method": "ωB97M-V with the def2-TZVPD basis set",
  "e_above_lowest_kj_mol": 0.0,
  "lumo_energy_ev": -1.4,
  "charge": 0,
  "homo_energy_ha": -0.2864,
  "species": ["Ti", "S", "C", "N", "C", "C", "C", "C", "C", "C", "S", "H", "H", "H", "H", "S", "As", "S", "S", "S", "C", "C", "C", "C", "C", "Br", "N", "C", "H", "H", "H", "H", "H", "H", "N", "C", "C", "C", "C", "N", "C", "C", "H", "H", "H", "H"],
  "positions_angstrom": [[0.765, 0.050, 0.648], [1.259, 2.244, 2.015], [0.176, 2.738, 0.795], [-0.155, 1.857, -0.111], [-0.979, 2.396, -1.114], [-1.380, 1.773, -2.288], [-2.181, 2.474, -3.170], [-2.571, 3.790, -2.904], [-2.133, 4.431, -1.759], [-1.327, 3.721, -0.875], [-0.568, 4.278, 0.591], [-1.037, 0.781, -2.520], [-2.495, 1.999, -4.090], [-3.198, 4.320, -3.610], [-2.402, 5.463, -1.563], [0.332, -3.606, -1.948], [1.597, -2.535, -0.686], [1.578, -0.316, -1.410], [0.590, -2.196, 1.317], [3.582, -3.106, -0.425], [-3.334, -2.644, -2.380], [-3.019, -1.861, -1.130], [-3.886, -1.747, -0.061], [-3.503, -1.064, 1.088], [-2.250, -0.516, 1.085], [-1.544, 0.324, 2.622], [-1.399, -0.573, 0.075], [-1.784, -1.246, -1.011], [-4.231, -3.251, -2.250], [-2.496, -3.300, -2.625], [-3.498, -1.979, -3.234], [-4.860, -2.225, -0.102], [-4.143, -0.984, 1.955], [-1.045, -1.357, -1.786], [7.122, -1.541, 4.312], [6.174, -1.251, 3.731], [4.979, -0.883, 2.988], [5.050, -0.614, 1.651], [3.879, -0.299, 0.964], [2.707, -0.193, 1.570], [2.663, -0.421, 2.908], [3.744, -0.800, 3.642], [5.979, -0.693, 1.105], [3.890, -0.127, -0.095], [1.706, -0.311, 3.385], [3.649, -0.999, 4.700]],
  "lowdin_charge": [0.257, 0.635, -1.141, -0.161, -0.285, -0.019, -0.066, -0.081, -0.081, -0.455, 1.080, 0.081, 0.108, 0.107, 0.112, 0.029, -0.331, 0.276, 0.222, 0.025, -0.030, -0.225, 0.004, -0.072, -0.731, 0.868, -0.122, -0.159, 0.081, 0.047, 0.089, 0.125, 0.111, 0.029, 0.174, -0.150, -0.195, -0.002, -0.188, -0.185, -0.204, 0.017, 0.134, 0.061, 0.082, 0.131]
}

=====

# 2
{
  "formula": "C19H14Br4NO3STl",
  "method": "ωB97M-V with the def2-TZVPD basis set",
  "e_above_lowest_kj_mol": 69.3,
  "lumo_energy_ev": [-1.6, -2.2],
  "charge": 0,
  "homo_energy_ha": [-0.2983, -0.2763],
  "species": ["Tl", "C", "C", "C", "C", "C", "C", "C", "C", "C", "S", "C", "N", "H", "H", "H", "H", "H", "H", "H", "H", "Br", "C", "C", "Br", "C", "Br", "C", "O", "C", "O", "C", "Br", "C", "C", "C", "O", "H", "H", "H", "H", "H", "H"],
  "positions_angstrom": [[0.015, 1.122, -0.117], [-0.648, -2.927, -2.196], [-1.992, -2.253, -2.211], [-2.868, -2.324, -3.334], [-4.095, -1.673, -3.292], [-4.389, -0.875, -2.154], [-5.474, -0.026, -2.058], [-5.728, 0.664, -0.872], [-4.796, 0.691, 0.163], [-3.716, -0.204, 0.212], [-2.702, -0.140, 1.572], [-3.468, -0.958, -1.032], [-2.286, -1.579, -1.119], [0.066, -2.515, -2.948], [-0.670, -3.982, -2.401], [-0.114, -2.801, -1.220], [-2.546, -2.887, -4.182], [-4.871, -1.735, -4.096], [-6.107, 0.076, -2.928], [-6.649, 1.313, -0.836], [-4.855, 1.429, 0.959], [4.378, 1.200, 5.556], [3.087, 1.943, 4.438], [3.136, 3.313, 4.060], [4.339, 4.491, 4.898], [2.384, 3.745, 2.966], [2.300, 5.629, 2.493], [1.740, 2.803, 2.079], [1.308, 3.074, 0.911], [1.517, 1.407, 2.604], [0.877, 0.553, 1.951], [2.208, 1.091, 3.836], [1.793, -0.547, 4.693], [4.354, -0.455, -1.805], [3.327, -0.435, -0.705], [3.671, -1.138, 0.599], [2.201, 0.134, -0.882], [4.117, 0.313, -2.589], [4.375, -1.445, -2.281], [5.389, -0.224, -1.386], [3.855, -2.194, 0.386], [2.893, -0.883, 1.310], [4.641, -0.792, 0.956]],
  "lowdin_charge": [0.953, -0.038, -0.309, -0.005, 0.005, -0.172, -0.033, -0.066, -0.122, -0.659, 0.702, -0.212, 0.124, 0.090, 0.067, 0.092, 0.102, 0.132, 0.115, 0.125, 0.098, 0.752, -0.787, -0.748, 0.736, -0.590, 0.712, -0.374, -0.156, -0.396, -0.222, -0.653, 0.760, -0.026, -0.401, 0.007, -0.157, 0.100, 0.091, 0.108, 0.098, 0.068, 0.091]
}

=====

# 3
{
  "formula": "C19H14CdOPS3Sb",
  "method": "ωB97M-V with the def2-TZVPD basis set",
  "s_squared": 0.79,
  "e_above_lowest_kj_mol": 73.5,
  "lumo_energy_ev": [2.4, 1.5],
  "charge": -1,
  "homo_energy_ha": [-0.1307, -0.1309],
  "spin_multiplicity": 2,
  "species": ["Cd", "S", "Sb", "S", "S", "O", "C", "C", "C", "C", "C", "C", "C", "P", "C", "C", "C", "C", "C", "C", "C", "C", "C", "C", "C", "C", "H", "H", "H", "H", "H", "H", "H", "H", "H", "H", "H", "H", "H", "H"],
  "positions_angstrom": [[0.005, -1.116, 0.393], [1.339, -4.017, -0.390], [-0.467, -3.955, 1.062], [0.345, -2.151, 2.595], [-1.907, -2.391, -0.296], [-0.460, 2.365, 0.366], [0.678, 2.353, 0.584], [2.025, 2.443, 0.781], [2.517, 3.585, 1.497], [3.870, 3.734, 1.654], [4.769, 2.790, 1.132], [4.279, 1.664, 0.466], [2.929, 1.450, 0.277], [2.252, -0.043, -0.490], [3.627, -1.195, -0.609], [3.822, -2.048, 0.476], [4.878, -2.947, 0.457], [5.716, -3.009, -0.646], [5.503, -2.177, -1.739], [4.456, -1.268, -1.723], [1.863, 0.477, -2.195], [2.174, 1.723, -2.726], [1.800, 2.042, -4.027], [1.125, 1.111, -4.803], [0.817, -0.139, -4.279], [1.174, -0.454, -2.978], [1.822, 4.304, 1.908], [4.239, 4.593, 2.200], [5.834, 2.918, 1.263], [4.977, 0.918, 0.102], [3.124, -2.041, 1.307], [5.012, -3.625, 1.288], [6.526, -3.728, -0.667], [6.146, -2.242, -2.608], [4.279, -0.626, -2.577], [2.712, 2.450, -2.128], [2.038, 3.017, -4.431], [0.832, 1.360, -5.815], [0.280, -0.868, -4.872], [0.909, -1.427, -2.571]],
  "lowdin_charge": [0.722, -0.442, -0.002, -0.527, -0.530, 0.187, -0.131, -0.232, -0.041, -0.100, -0.086, -0.081, -0.329, 0.990, -0.414, -0.159, -0.083, -0.087, -0.090, -0.088, -0.381, -0.089, -0.092, -0.094, -0.073, -0.101, 0.112, 0.101, 0.094, 0.105, 0.051, 0.107, 0.098, 0.096, 0.104, 0.102, 0.097, 0.097, 0.107, 0.078]
}

=====

# 4
{
  "formula": "C19H14Cl2IIrN4O2S2",
  "method": "ωB97M-V with the def2-TZVPD basis set",
  "s_squared": 0.76,
  "e_above_lowest_kj_mol": 1250.0,
  "lumo_energy_ev": [-4.9, -4.9],
  "charge": 1,
  "homo_energy_ha": [-0.3753, -0.4135],
  "spin_multiplicity": 2,
  "species": ["Ir", "C", "C", "N", "C", "C", "C", "O", "C", "C", "N", "C", "C", "C", "C", "C", "C", "I", "C", "O", "H", "H", "H", "H", "H", "H", "H", "H", "H", "H", "H", "H", "S", "C", "S", "C", "C", "N", "C", "N", "Cl", "C", "Cl", "H", "H"],
  "positions_angstrom": [[1.793, 1.095, -0.384], [3.455, -1.468, 2.574], [2.073, -1.991, 2.973], [1.514, -3.221, 3.147], [0.340, -3.888, 2.796], [-0.538, -3.215, 1.933], [-1.894, -3.502, 1.353], [-2.488, -4.497, 2.140], [0.985, -2.013, 3.961], [-1.237, 1.062, 1.235], [-1.601, 1.792, 0.405], [-2.027, 2.649, -0.600], [-3.328, 2.576, -1.072], [-3.726, 3.416, -2.099], [-2.832, 4.320, -2.651], [-1.526, 4.393, -2.180], [-1.132, 3.560, -1.150], [0.811, 3.691, -0.408], [2.639, -0.547, -0.329], [3.153, -1.552, -0.294], [4.206, -2.247, 2.657], [3.712, -0.632, 3.200], [3.402, -1.129, 1.539], [0.109, -4.843, 3.248], [-1.799, -3.809, 0.302], [-2.481, -2.574, 1.377], [-2.839, -5.196, 1.580], [-0.135, -1.834, 0.260], [-4.010, 1.863, -0.630], [-4.739, 3.358, -2.473], [-3.142, 4.969, -3.457], [-0.826, 5.090, -2.619], [2.654, 1.317, -2.510], [1.157, 0.782, -3.216], [0.131, 0.371, -1.875], [0.834, 0.731, -4.527], [1.786, 1.136, -5.510], [2.594, 1.490, -6.248], [-0.472, 0.288, -4.903], [-1.539, -0.035, -5.183], [0.293, -1.801, 1.488], [1.152, -0.921, 4.701], [3.033, 1.855, 1.421], [1.811, -0.913, 5.567], [0.673, 0.025, 4.464]],
  "lowdin_charge": [0.355, 0.016, -0.275, -0.034, -0.048, -0.432, -0.254, -0.013, -0.153, 0.045, -0.051, -0.369, 0.007, -0.038, -0.044, -0.117, -0.602, 1.149, -0.513, 0.147, 0.108, 0.075, 0.002, 0.144, 0.139, 0.130, 0.112, -0.008, 0.128, 0.120, 0.121, 0.108, 0.660, -1.030, 0.569, -0.342, -0.208, 0.191, -0.220, 0.183, 1.126, 0.024, -0.076, 0.083, 0.084]
}

=====

# 5
{
  "formula": "C19H14ClNO3",
  "method": "ωB97M-V with the def2-TZVPD basis set",
  "smiles": "COc1ccc2oc3cc(C)[n+]([O-])c(-c4ccc(Cl)cc4)c3c2c1",
  "e_above_lowest_kj_mol": 257.7,
  "lumo_energy_ev": 0.1,
  "charge": 0,
  "homo_energy_ha": -0.2970,
  "species": ["O", "Cl", "O", "O", "C", "C", "C", "C", "C", "C", "C", "C", "C", "C", "C", "C", "C", "C", "C", "C", "C", "N", "C", "C", "H", "H", "H", "H", "H", "H", "H", "H", "H", "H", "H", "H", "H", "H"],
  "positions_angstrom": [[-3.459, 1.563, 1.437], [2.836, 2.160, 3.253], [-2.470, -2.399, -2.082], [2.892, -2.865, -0.465], [0.656, 0.680, 3.019], [1.130, 2.027, 1.088], [1.103, -3.508, -1.911], [-0.219, -3.415, -2.402], [-0.490, 0.233, 2.385], [-0.017, 1.571, 0.455], [0.708, -1.679, -0.397], [-4.083, -0.828, -1.089], [1.466, 1.575, 2.381], [1.610, -2.657, -0.917], [-1.131, -2.555, -1.832], [-2.834, -1.403, -1.234], [-0.850, 0.702, 1.125], [-0.651, -1.677, -0.854], [-1.800, -0.884, -0.457], [-1.985, 0.188, 0.430], [-4.261, 0.219, -0.131], [-3.232, 0.699, 0.588], [3.459, -2.010, 0.499], [-5.670, 0.708, 0.084], [0.864, 0.297, 3.998], [1.780, 2.733, 0.600], [1.794, -4.206, -2.387], [-0.540, -4.066, -3.180], [-1.149, -0.478, 2.899], [-0.337, 1.906, -0.541], [0.994, -1.025, 0.389], [-4.915, -1.263, -1.658], [3.344, -0.976, 0.206], [3.050, -2.133, 1.491], [4.525, -2.217, 0.575], [-6.330, 0.132, -0.532], [-5.907, 0.534, 1.116], [-5.802, 1.799, -0.111]],
  "lowdin_charge": [-0.028, 0.678, 0.127, -0.084, -0.116, -0.071, 0.008, 0.016, 0.000, -0.010, 0.091, 0.088, -0.675, -0.244, -0.205, -0.205, -0.210, -0.060, -0.012, -0.081, -0.183, -0.179, -0.081, -0.016, 0.105, 0.104, 0.120, 0.108, 0.138, 0.143, 0.080, 0.133, 0.087, 0.090, 0.094, 0.066, 0.079, 0.104]
}

=====

# 6
{
  "formula": "C19H14Co2NO6",
  "method": "ωB97M-V with the def2-TZVPD basis set",
  "e_above_lowest_kj_mol": 0.0,
  "lumo_energy_ev": 2.6,
  "charge": -1,
  "homo_energy_ha": -0.1508,
  "species": ["C", "C", "C", "C", "C", "N", "C", "C", "C", "C", "C", "H", "H", "H", "H", "H", "H", "H", "H", "H", "H", "H", "O", "C", "Co", "C", "O", "C", "O", "C", "C", "C", "Co", "C", "O", "C", "O", "C", "O", "H", "H", "H"],
  "positions_angstrom": [[3.798, 2.481, 1.499], [2.325, 2.548, 1.455], [1.358, 1.548, 1.364], [0.077, 2.170, 1.478], [0.313, 3.577, 1.536], [1.688, 3.755, 1.539], [-0.708, 4.517, 1.618], [-2.023, 4.034, 1.641], [-2.293, 2.648, 1.609], [-3.716, 2.176, 1.645], [-1.244, 1.717, 1.547], [4.099, 1.429, 1.484], [4.254, 3.001, 0.643], [4.172, 2.955, 2.419], [1.513, 0.481, 1.257], [2.174, 4.643, 1.619], [-0.468, 5.581, 1.661], [-2.871, 4.727, 1.681], [-3.734, 1.084, 1.619], [-4.238, 2.512, 2.550], [-4.283, 2.555, 0.785], [-1.439, 0.644, 1.545], [-3.565, -4.279, -0.692], [-2.473, -4.233, -1.075], [-0.811, -4.278, -1.667], [-0.038, -4.599, -0.119], [0.426, -4.938, 0.884], [-1.037, -5.834, -2.444], [-1.167, -6.876, -2.916], [-0.849, -2.415, -2.312], [-0.183, -1.393, -1.637], [-0.274, -0.237, -0.951], [0.936, -2.601, -2.312], [1.949, -2.603, -0.868], [2.649, -2.637, 0.049], [2.052, -1.640, -3.326], [2.728, -0.988, -4.005], [1.285, -4.328, -2.864], [1.832, -5.185, -3.423], [-1.591, -2.229, -3.098], [0.626, 0.370, -0.798], [-1.252, 0.139, -0.620]],
  "lowdin_charge": [-0.042, -0.318, 0.004, -0.170, -0.208, 0.095, -0.033, -0.067, -0.288, -0.072, -0.004, 0.085, 0.082, 0.080, 0.107, 0.159, 0.100, 0.104, 0.073, 0.075, 0.078, 0.112, 0.096, -0.167, -0.001, -0.177, 0.095, -0.208, 0.087, -0.247, -0.390, -0.034, 0.022, -0.151, 0.118, -0.110, 0.092, -0.191, 0.077, 0.067, 0.032, 0.037]
}

=====

| no. | calculated total energy (Eh) |
| --- | --- |
| 1 | -9000.0052 |
| 2 | -11879.5728 |
| 3 | -2751.6577 |
| 4 | -3219.9884 |
| 5 | -1473.0232 |
| 6 | -4004.1453 |